No. 1
Molecular formula: C4H7NO
Method: DFT, the ωB97M-V functional and the def2-TZVPD basis

Bonds (Å) are listed after each position.
Positions of all 13 atoms, in Å:
1 C -0.2877 -0.4606 1.9693  C2 1.493, H7 1.096, H8 1.094, H9 1.097
2 C -0.0403 -0.2310 0.5152  C1 1.493, O3 1.369, C4 1.327
3 O 0.9686 -0.9556 -0.0601  C2 1.369, N6 1.436
4 C -0.6572 0.5925 -0.3227  C2 1.327, C5 1.506, H10 1.083
5 C -0.0166 0.4555 -1.6785  C4 1.506, N6 1.503, H11 1.103, H12 1.104
6 N 1.0814 -0.5398 -1.4303  O3 1.436, C5 1.503, H13 1.020
7 H -0.5158 -1.5088 2.1940  C1 1.096
8 H -1.1377 0.1612 2.2655  C1 1.094
9 H 0.5809 -0.1632 2.5699  C1 1.097
10 H -1.5297 1.1910 -0.0918  C4 1.083
11 H 0.4166 1.4050 -2.0366  C5 1.103
12 H -0.7180 0.0978 -2.4521  C5 1.104
13 H 1.9684 -0.0363 -1.4354  N6 1.020

SMILES   CC1=CCNO1
HOMO-LUMO gap   9.21 eV
HOMO   -8.164 eV
LUMO level   1.047 eV

No. 2
Molecular formula: C5H10BrF
Method: DFT, the ωB97M-V functional and the def2-TZVPD basis

Bonds (Å) are listed after each position.
Positions of all 17 atoms, in Å:
1 C 0.5264 -1.9111 0.0487  C4 1.538, H8 1.155, H9 1.209, H10 1.046
2 C -1.3006 0.6194 -0.9567  C5 1.514, H11 1.088, H12 1.066, H13 1.070
3 C -0.2736 1.1567 1.4093  C5 1.562, H14 1.040, H15 1.068, H16 1.082
4 C 1.0323 -0.5344 -0.4158  C1 1.538, C5 1.803, Br7 1.993, H17 1.184
5 C -0.0689 0.8608 -0.1109  C2 1.514, C3 1.562, C4 1.803, F6 1.383
6 F 0.7055 1.9024 -0.5886  C5 1.383
7 Br 2.8589 -0.0096 0.1846  C4 1.993
8 H -0.6232 -1.9408 0.1579  C1 1.155
9 H 1.0190 -2.2664 1.0943  C1 1.209
10 H 0.7621 -2.6300 -0.6734  C1 1.046
11 H -2.1268 1.2683 -0.6726  C2 1.088
12 H -1.6859 -0.3664 -0.8281  C2 1.066
13 H -1.1021 0.7179 -2.0040  C2 1.070
14 H -0.6597 0.2823 1.8184  C3 1.040
15 H 0.7067 1.2878 1.8131  C3 1.068
16 H -0.8249 2.0841 1.3238  C3 1.082
17 H 1.0549 -0.5210 -1.5999  C4 1.184

SMILES   C[C@H](Br)C(C)(C)F
HOMO-LUMO gap   10.59 eV
HOMO   -9.707 eV
LUMO level   0.880 eV

No. 3
Molecular formula: C38H59Cl2F7N2O28PS
Method: DFT, the ωB97M-V functional and the def2-TZVPD basis

Bonds (Å) are listed after each position.
Positions of all 138 atoms, in Å:
1 C -5.8245 -5.9667 2.7602  C2 1.521, H38 1.091, H39 1.091, H40 1.089
2 C -6.7671 -4.9746 2.0974  C1 1.521, O3 1.430, H41 1.097, H42 1.088
3 O -6.1530 -4.1577 1.0979  C2 1.430, C4 1.412
4 C -5.5126 -4.8730 0.0620  O3 1.412, C5 1.561, H43 1.094, H44 1.092
5 C -3.9663 -4.9833 0.2419  C4 1.561, O6 1.420, H45 1.089, H46 1.094
6 O -3.4472 -4.1861 1.2967  C5 1.420, C7 1.393
7 C -3.5121 -2.8519 0.9009  O6 1.393, C8 1.552, H47 1.095, H48 1.093
8 C -2.7967 -1.9318 1.9254  C7 1.552, S9 1.863, N13 1.431, C34 1.548
9 S -4.0580 -1.5064 3.2285  C8 1.863, C10 1.764, O11 1.447, O12 1.431
10 C -5.5041 -0.8452 2.4641  S9 1.764, H49 1.086, H50 1.089, H51 1.092
11 O -3.4349 -0.4838 4.0407  S9 1.447
12 O -4.4191 -2.7586 3.8200  S9 1.431
13 N -1.7915 -2.6021 2.6922  C8 1.431, C14 1.454, H52 1.011
14 C -0.3413 -2.5510 2.6072  N13 1.454, C15 1.536, C19 1.558, C22 1.550
15 C 0.2704 -2.4242 4.0103  C14 1.536, C16 1.527, H53 1.090, H54 1.097
16 C -0.2161 -1.2853 4.9037  C15 1.527, C17 1.519, H55 1.092, H56 1.088
17 C 0.6947 -1.1182 6.1083  C16 1.519, Cl18 1.791, H57 1.089, H58 1.086
18 Cl 2.1290 -0.1311 5.6874  C17 1.791
19 C 0.1016 -3.9490 2.0806  C14 1.558, C20 1.515, F21 1.404, H59 1.092
20 C -0.2884 -4.3253 0.6655  C19 1.515, H60 1.088, H61 1.091, H62 1.088
21 F 1.5024 -3.9983 2.1602  C19 1.404
22 C 0.1988 -1.4826 1.6229  C14 1.550, C23 1.535, N30 1.534, H63 1.087
23 C 1.0673 -0.3063 2.0893  C22 1.535, O24 1.416, H64 1.089, H65 1.091
24 O 1.5293 0.2222 0.8599  C23 1.416, C25 1.417
25 C 1.8349 1.6056 0.8589  O24 1.417, O26 1.390, H66 1.092, H67 1.095
26 O 2.7549 1.8296 1.8768  C25 1.390, C27 1.432
27 C 3.0049 3.2112 2.1603  O26 1.432, C28 1.515, H68 1.097, H69 1.088
28 C 1.8741 3.9179 2.8790  C27 1.515, O29 1.423, H70 1.095, H71 1.092
29 O 1.7648 3.4802 4.2284  C28 1.423, H72 0.963
30 N -0.8359 -0.8822 0.6624  C22 1.534, C31 1.532, C34 1.521, H73 1.042
31 C -0.7460 -1.4417 -0.7606  N30 1.532, O32 1.384, H74 1.083, H75 1.086
32 O -0.7863 -0.3824 -1.6507  C31 1.384, O33 1.430
33 O 0.4754 -0.2315 -2.3061  O32 1.430, H76 0.975
34 C -2.2318 -0.6706 1.2271  C8 1.548, N30 1.521, Cl35 1.787, P36 1.902
35 Cl -3.2655 -0.1444 -0.1323  C34 1.787
36 P -2.0348 0.9776 2.1560  C34 1.902, O37 1.485, H77 1.389, H78 1.393
37 O -1.1916 1.8090 1.2606  P36 1.485
38 H -5.6762 -6.8760 2.1754  C1 1.091
39 H -6.2209 -6.2588 3.7338  C1 1.091
40 H -4.8584 -5.4915 2.9236  C1 1.089
41 H -7.6260 -5.4899 1.6494  C2 1.097
42 H -7.1470 -4.2717 2.8362  C2 1.088
43 H -5.9301 -5.8803 -0.0290  C4 1.094
44 H -5.7418 -4.3500 -0.8684  C4 1.092
45 H -3.6633 -6.0066 0.4562  C5 1.089
46 H -3.4781 -4.6428 -0.6757  C5 1.094
47 H -3.0380 -2.7365 -0.0795  C7 1.095
48 H -4.5525 -2.5393 0.7815  C7 1.093
49 H -5.2956 -0.0887 1.7134  C10 1.086
50 H -6.0675 -1.6864 2.0620  C10 1.089
51 H -6.0375 -0.4079 3.3104  C10 1.092
52 H -2.1336 -2.9568 3.5745  N13 1.011
53 H 1.3569 -2.4067 3.9261  C15 1.090
54 H 0.0289 -3.3619 4.5252  C15 1.097
55 H -1.2296 -1.4797 5.2600  C16 1.092
56 H -0.2136 -0.3365 4.3712  C16 1.088
57 H 1.0796 -2.0725 6.4643  C17 1.089
58 H 0.1976 -0.6157 6.9323  C17 1.086
59 H -0.2868 -4.6828 2.7905  C19 1.092
60 H -0.3782 -5.4058 0.5711  C20 1.088
61 H 0.4872 -4.0113 -0.0348  C20 1.091
62 H -1.2459 -3.8973 0.3767  C20 1.088
63 H 0.8963 -2.0049 0.9732  C22 1.087
64 H 1.8927 -0.6942 2.6834  C23 1.089
65 H 0.5711 0.4755 2.6668  C23 1.091
66 H 2.2497 1.7949 -0.1337  C25 1.092
67 H 0.9228 2.1969 0.9919  C25 1.095
68 H 3.2736 3.7466 1.2419  C27 1.097
69 H 3.8767 3.2103 2.8118  C27 1.088
70 H 0.9165 3.8000 2.3608  C28 1.095
71 H 2.1062 4.9848 2.8926  C28 1.092
72 H 1.0206 2.8766 4.3203  O29 0.963
73 H -0.4830 0.0871 0.5139  N30 1.042
74 H 0.1992 -1.9655 -0.8318  C31 1.083
75 H -1.5695 -2.1234 -0.9526  C31 1.086
76 H 0.9657 0.3456 -1.6915  O33 0.975
77 H -1.4760 0.6640 3.3885  P36 1.389
78 H -3.3460 1.3750 2.4056  P36 1.393
79 C 0.3975 -4.8955 -3.8016  C80 1.519, O84 1.439, H86 1.091, H87 1.084
80 C -0.4333 -4.1163 -4.8070  C79 1.519, O81 1.431, F85 1.339, H88 1.091
81 O -1.6019 -3.8019 -4.0424  C80 1.431, C82 1.339
82 C -1.2677 -3.7999 -2.7458  O81 1.339, O83 1.197, O84 1.344
83 O -1.9546 -3.3581 -1.8708  C82 1.197
84 O -0.0516 -4.3396 -2.5528  C79 1.439, C82 1.344
85 F -0.7907 -4.8396 -5.8757  C80 1.339
86 H 0.1355 -5.9537 -3.8371  C79 1.091
87 H 1.4685 -4.7583 -3.9024  C79 1.084
88 H 0.0203 -3.1851 -5.1489  C80 1.091
89 C 1.4589 7.9649 4.8149  C90 1.519, O94 1.427, H96 1.091, H97 1.085
90 C 2.0899 9.2613 4.3368  C89 1.519, O91 1.414, F95 1.351, H98 1.092
91 O 3.3967 8.8503 3.9857  C90 1.414, C92 1.359
92 C 3.3676 7.5270 3.6792  O91 1.359, O93 1.184, O94 1.356
93 O 4.2324 6.9276 3.1368  C92 1.184
94 O 2.1849 6.9893 4.0685  C89 1.427, C92 1.356
95 F 2.1598 10.1939 5.3113  C90 1.351
96 H 1.6536 7.8286 5.8800  C89 1.091
97 H 0.3967 7.8767 4.6095  C89 1.085
98 H 1.6142 9.7083 3.4617  C90 1.092
99 C -1.9635 -1.8700 -8.2765  C100 1.520, O104 1.430, H106 1.091, H107 1.085
100 C -1.1277 -1.0967 -9.2839  C99 1.520, O101 1.419, F105 1.348, H108 1.091
101 O 0.1349 -1.0302 -8.6400  C100 1.419, C102 1.352
102 C 0.2333 -2.0661 -7.7770  O101 1.352, O103 1.188, O104 1.353
103 O 1.2231 -2.4101 -7.2174  C102 1.188
104 O -0.9696 -2.6654 -7.6244  C99 1.430, C102 1.353
105 F -1.5865 0.1544 -9.4894  C100 1.348
106 H -2.4125 -1.1794 -7.5603  C99 1.091
107 H -2.7211 -2.5106 -8.7157  C99 1.085
108 H -1.0031 -1.5882 -10.2503  C100 1.091
109 C -2.6269 1.1391 -3.6855  C110 1.517, O114 1.431, H116 1.089, H117 1.086
110 C -2.5302 1.4804 -5.1606  C109 1.517, O111 1.417, F115 1.350, H118 1.091
111 O -3.6032 0.7346 -5.7077  C110 1.417, C112 1.360
112 C -4.5345 0.5272 -4.7388  O111 1.360, O113 1.184, O114 1.356
113 O -5.6276 0.1118 -4.9224  C112 1.184
114 O -4.0233 0.8671 -3.5297  C109 1.431, C112 1.356
115 F -1.3730 1.0593 -5.7147  C110 1.350
116 H -2.0625 0.2316 -3.4754  C109 1.089
117 H -2.3256 1.9367 -3.0132  C109 1.086
118 H -2.6703 2.5350 -5.4033  C110 1.091
119 C 5.2856 3.1325 -1.9474  C120 1.517, O124 1.435, H126 1.092, H127 1.084
120 C 5.0647 3.1596 -3.4477  C119 1.517, O121 1.424, F125 1.349, H128 1.091
121 O 3.7265 2.6889 -3.5676  C120 1.424, C122 1.350
122 C 3.0812 2.9574 -2.4123  O121 1.350, O123 1.193, O124 1.345
123 O 1.9010 2.8840 -2.2553  C122 1.193
124 O 3.9515 3.3216 -1.4535  C119 1.435, C122 1.345
125 F 5.8874 2.3241 -4.1142  C120 1.349
126 H 5.6413 2.1444 -1.6484  C119 1.092
127 H 5.9407 3.9052 -1.5609  C119 1.084
128 H 5.1236 4.1489 -3.9042  C120 1.091
129 C 9.9949 5.5253 0.4682  C130 1.519, O134 1.430, H136 1.091, H137 1.085
130 C 9.8461 5.5370 -1.0437  C129 1.519, O131 1.418, F135 1.349, H138 1.091
131 O 8.5231 5.0563 -1.2161  C130 1.418, C132 1.362
132 C 7.8168 5.3247 -0.0830  O131 1.362, O133 1.188, O134 1.344
133 O 6.6352 5.2346 0.0002  C132 1.188
134 O 8.6449 5.7055 0.9045  C129 1.430, C132 1.344
135 F 10.7065 4.6994 -1.6591  C130 1.349
136 H 10.3542 4.5481 0.7948  C129 1.091
137 H 10.6209 6.3160 0.8677  C129 1.085
138 H 9.9231 6.5223 -1.5063  C130 1.091

Net charge   +1
HOMO-LUMO gap   9.70 eV
HOMO   -11.483 eV
LUMO level   -1.780 eV